No. 1
# C5H7N

A single C5H7N molecule at a distorted geometry (the ωB97M-V functional and the def2-TZVPD basis, OMol25).

Geometry as XYZ:
```
13
Properties=species:S:1:pos:R:3
C -0.877 1.025 -0.443
C -0.954 -0.456 -0.262
C 0.466 -1.017 -0.110
C 1.417 0.154 -0.113
N 0.366 0.961 0.593
C -0.245 -0.375 1.035
H -1.540 1.642 0.165
H -1.022 1.380 -1.498
H -1.716 -1.147 -0.591
H 0.643 -2.073 -0.286
H 2.294 -0.069 0.519
H 1.744 0.635 -1.036
H -0.576 -0.658 2.027
```

The structure (SMILES) is C1[C@@H]2[C@@H]3CN1[C@H]23. Its spin multiplicity is 1. As for the HOMO-LUMO gap: 10.283 eV.

***

No. 2
# C5H7N

A single C5H7N molecule at a distorted geometry (the ωB97M-V functional and the def2-TZVPD basis, OMol25).

Geometry as XYZ:
```
13
Properties=species:S:1:pos:R:3
C -0.082 1.394 -0.691
C -0.075 -0.093 -0.512
C -1.225 -0.402 1.206
N -1.081 -0.820 -0.206
C 1.168 -0.777 -0.636
C 2.201 -1.383 -0.521
H 0.152 1.471 -1.761
H 0.688 1.932 -0.135
H -1.076 1.825 -0.534
H -0.388 -0.851 1.787
H -1.304 0.662 1.492
H -2.116 -0.950 1.380
H 3.129 -1.899 -0.533
```

The structure (SMILES) is C#C/C(C)=N/C. Its spin multiplicity is 1. As for the HOMO-LUMO gap (spin up / spin down): 8.040 / 8.039 eV.

***

No. 3
# C5H7N

A single C5H7N molecule at a distorted geometry (the ωB97M-V functional and the def2-TZVPD basis, OMol25).

Geometry as XYZ:
```
13
Properties=species:S:1:pos:R:3
C 1.887 -0.068 -0.160
N 0.654 -0.385 0.180
C -0.015 0.397 1.176
C -1.251 0.607 0.756
C -1.375 -0.073 -0.563
C -0.222 -0.968 -0.647
H 2.485 0.430 0.572
H -1.032 0.765 -1.271
H 2.271 -0.575 -1.027
H 0.548 0.801 2.007
H -1.991 1.248 1.209
H -2.319 -0.511 -0.867
H 0.141 -1.408 -1.572
```

Its spin multiplicity is 1. As for the HOMO-LUMO gap (spin up / spin down): 7.482 / 7.502 eV.

***

No. 4
# C5H7N

A molecular structure, C5H7N at a distorted geometry (the ωB97M-V functional and the def2-TZVPD basis, OMol25).

Geometry as XYZ:
```
13
Properties=species:S:1:pos:R:3
C 0.469 0.710 0.322
N 1.119 1.809 -0.189
C 0.785 -0.724 -0.274
C 0.613 -1.928 0.280
C -2.103 0.322 0.260
C -0.807 0.426 0.095
H 2.107 1.752 -0.373
H 0.579 2.520 -0.659
H 1.580 -0.606 -1.008
H -0.209 -2.131 0.963
H 1.202 -2.776 -0.047
H -2.597 0.759 1.118
H -2.737 -0.135 -0.488
```

Its spin multiplicity is 1. As for the HOMO-LUMO gap: 8.197 eV.

***

No. 5
# C5H7N

A single C5H7N molecule at a distorted geometry (the ωB97M-V functional and the def2-TZVPD basis, OMol25).

Geometry as XYZ:
```
13
Properties=species:S:1:pos:R:3
N -0.704 0.394 2.799
C -0.717 0.941 1.775
C -0.546 1.195 0.350
C 0.028 -0.254 0.210
C 1.173 -0.508 -0.732
C -0.199 -1.021 -1.066
H 0.151 2.021 0.133
H -1.496 1.393 -0.174
H -0.065 -0.646 1.339
H 1.933 -1.212 -0.410
H 1.559 0.312 -1.340
H -0.717 -0.533 -1.895
H -0.401 -2.083 -0.989
```

The structure (SMILES) is N#CCC1CC1. Its spin multiplicity is 1. As for the HOMO-LUMO gap: 11.164 eV.

***

No. 6
# C5H7N

A molecular structure, C5H7N (the ωB97M-V functional and the def2-TZVPD basis, OMol25).

Geometry as XYZ:
```
13
Properties=species:S:1:pos:R:3
C 0.501 -1.017 0.206
C 1.074 0.026 -0.723
C 0.473 1.225 -0.677
C -0.714 1.392 0.232
N -1.675 0.308 -0.035
C -0.730 -0.379 0.848
H 1.234 -1.290 0.982
H 0.253 -1.953 -0.319
H 1.963 -0.189 -1.315
H 0.845 2.098 -1.214
H -0.355 0.639 1.409
H -1.548 -0.054 -0.984
H -1.223 -0.925 1.662
```

Its spin multiplicity is 1. As for the HOMO-LUMO gap: 8.874 eV.

***

No. 7
# C5H7N

A single C5H7N molecule (the ωB97M-V functional and the def2-TZVPD basis, OMol25).

Geometry as XYZ:
```
13
Properties=species:S:1:pos:R:3
C 1.459 1.096 -0.166
N 0.333 0.217 -0.208
C -0.959 0.657 -0.143
C -1.754 -0.410 0.188
C -0.904 -1.551 0.279
C 0.374 -1.130 0.008
H 1.303 1.866 0.602
H 1.620 1.560 -1.134
H 2.350 0.541 0.143
H -1.190 1.690 -0.382
H -2.814 -0.355 0.390
H -1.176 -2.557 0.557
H 1.310 -1.663 -0.124
```

The structure (SMILES) is Cn1cccc1. Its spin multiplicity is 1. As for the HOMO-LUMO gap: 9.307 eV.

***

No. 8
# C5H7N

4 unconnected molecules or ions with the total composition C5H7N at a distorted geometry (the ωB97M-V functional and the def2-TZVPD basis, OMol25).

Geometry as XYZ:
```
13
Properties=species:S:1:pos:R:3
C -2.252 -0.548 -0.028
C -0.785 -0.818 0.030
C 0.161 0.172 0.052
C -0.251 1.650 -0.032
C 1.580 -0.216 0.077
H -2.339 0.995 -0.291
H -2.810 -1.486 -1.355
H -2.773 -1.065 1.460
H -0.465 -1.886 0.074
H -1.192 1.811 -0.674
H -0.582 1.936 1.057
H 0.642 2.262 -0.328
N 2.686 -0.571 -0.077
```

Its spin multiplicity is 1. As for the HOMO-LUMO gap: 8.930 eV.

***

No. 9
# C5H7N

A single C5H7N molecule (the ωB97M-V functional and the def2-TZVPD basis, OMol25).

Geometry as XYZ:
```
13
Properties=species:S:1:pos:R:3
C 0.495 -1.132 0.097
C 1.284 -0.019 -0.577
C 0.565 1.108 -0.598
C -0.611 1.008 0.325
N -1.759 0.127 0.104
C -0.606 -0.378 0.851
H 1.042 -1.849 0.719
H 0.058 -1.719 -0.724
H 2.253 -0.181 -1.046
H 0.779 2.021 -1.147
H -0.826 1.865 0.955
H -1.803 -0.271 -0.830
H -0.749 -0.589 1.909
```

The structure (SMILES) is C1=C[C@H]2N[C@H]2C1. Its spin multiplicity is 1. As for the HOMO-LUMO gap: 10.075 eV.

***

No. 10
# C5H7N

A molecular structure, C5H7N (the ωB97M-V functional and the def2-TZVPD basis, OMol25).

Geometry as XYZ:
```
13
Properties=species:S:1:pos:R:3
C 1.906 0.117 -0.169
C 0.421 0.186 0.095
C -0.426 1.374 0.037
C -1.748 0.772 -0.012
C -1.673 -0.602 -0.107
N -0.362 -0.984 -0.044
H 2.408 -0.656 0.431
H 2.085 -0.098 -1.231
H 2.348 1.092 0.057
H 0.213 0.772 1.156
H -2.683 1.329 -0.015
H -2.455 -1.358 -0.179
H -0.034 -1.944 -0.020
```

Its spin multiplicity is 1. As for the HOMO-LUMO gap: 8.965 eV.

***

No. 11
# C5H7N

A single C5H7N molecule (the ωB97M-V functional and the def2-TZVPD basis, OMol25).

Geometry as XYZ:
```
13
Properties=species:S:1:pos:R:3
C 1.947 0.074 0.059
C 0.451 -0.069 0.082
C -0.330 -0.988 -0.578
N -1.642 -0.605 -0.447
C -1.717 0.543 0.293
C -0.437 0.886 0.653
H 2.264 0.859 0.750
H 2.492 -0.837 0.325
H 2.272 0.384 -0.941
H -0.073 -1.879 -1.138
H -2.429 -1.092 -0.840
H -2.664 1.024 0.490
H -0.134 1.701 1.292
```

The structure (SMILES) is Cc1cc[nH]c1. Its spin multiplicity is 1. As for the HOMO-LUMO gap: 9.188 eV.

***

No. 12
# C5H7N

A single C5H7N molecule (the ωB97M-V functional and the def2-TZVPD basis, OMol25).

Geometry as XYZ:
```
13
Properties=species:S:1:pos:R:3
C 0.445 -1.229 0.089
C 1.102 -0.390 -0.993
C 0.668 0.955 -0.672
C -0.459 1.000 0.343
N -1.640 0.208 0.009
C -0.600 -0.397 0.828
H 1.203 -1.656 0.760
H 0.010 -2.093 -0.430
H 1.706 0.865 -0.187
H 0.787 1.777 -1.385
H -0.648 1.881 0.952
H -1.607 -0.131 -0.951
H -0.892 -0.642 1.846
```

Its spin multiplicity is 1. As for the HOMO-LUMO gap: 9.165 eV.

***

No. 13
# C5H7N

2 unconnected molecules or ions with the total composition C5H7N (the ωB97M-V functional and the def2-TZVPD basis, OMol25).

Geometry as XYZ:
```
13
Properties=species:S:1:pos:R:3
C 2.607 0.472 -0.277
C 0.545 -0.806 0.263
C 1.434 0.097 0.594
C -3.979 0.947 -0.149
C -3.097 0.130 -0.198
N -0.344 -1.584 -0.092
H 3.532 0.007 0.084
H 2.449 0.159 -1.313
H 2.758 1.556 -0.271
H 1.323 0.564 1.569
H -4.760 1.674 -0.105
H -2.294 -0.584 -0.250
H -0.167 -2.559 0.153
```

The structure (SMILES) is CC=C=N.C#C. Its spin multiplicity is 1. As for the HOMO-LUMO gap: 9.930 eV.

***

No. 14
# C5H7N

A single C5H7N molecule (the ωB97M-V functional and the def2-TZVPD basis, OMol25).

Geometry as XYZ:
```
13
Properties=species:S:1:pos:R:3
C 1.438 1.152 -0.205
N 0.222 0.412 0.012
C -0.269 -0.134 1.185
C -1.192 -1.091 0.859
C -1.254 -1.127 -0.556
C -0.389 -0.197 -1.039
H 2.339 0.536 -0.335
H 1.539 1.773 0.668
H 1.365 1.782 -1.099
H 0.044 0.185 2.168
H -1.770 -1.681 1.557
H -1.873 -1.743 -1.166
H -0.200 0.132 -2.048
```

The structure (SMILES) is Cn1cccc1. Its spin multiplicity is 1. As for the HOMO-LUMO gap: 9.341 eV.

***

No. 15
# C5H7N

A molecular structure, C5H7N at a distorted geometry (the ωB97M-V functional and the def2-TZVPD basis, OMol25).

Geometry as XYZ:
```
13
Properties=species:S:1:pos:R:3
C 0.506 -1.137 0.159
C 1.244 0.004 -0.516
C 0.489 1.125 -0.550
C -0.255 1.046 0.673
N -1.462 0.237 -0.567
C -0.741 -0.343 0.561
H 1.007 -1.601 1.016
H 0.280 -1.920 -0.580
H 2.186 -0.093 -1.026
H 0.553 1.997 -1.189
H -0.198 1.781 1.485
H -2.267 -0.343 -0.846
H -1.344 -0.754 1.380
```

Its spin multiplicity is 1. As for the HOMO-LUMO gap (spin up / spin down): 8.304 / 8.308 eV.

***

No. 16
# C5H7N

A single C5H7N molecule at a distorted geometry (the ωB97M-V functional and the def2-TZVPD basis, OMol25).

Geometry as XYZ:
```
13
Properties=species:S:1:pos:R:3
C -0.559 -0.027 0.189
C -0.813 0.734 1.292
C 0.357 -1.632 -1.439
C 0.524 -0.698 -0.383
C -0.441 2.081 1.683
N 1.374 -2.202 -1.953
H -1.517 -0.380 -0.218
H -0.679 -1.781 -1.790
H 1.508 -0.591 0.043
H -0.900 2.375 2.628
H -0.674 2.813 0.905
H 0.649 2.099 1.799
H 1.172 -2.790 -2.756
```

Its spin multiplicity is 1. As for the HOMO-LUMO gap (spin up / spin down): 7.002 / 7.633 eV.

***

No. 17
# C5H7N

A single C5H7N molecule at a distorted geometry (the ωB97M-V functional and the def2-TZVPD basis, OMol25).

Geometry as XYZ:
```
13
Properties=species:S:1:pos:R:3
C 1.763 1.821 0.829
C 1.027 0.964 0.169
C 0.756 -0.137 -0.481
C -0.505 -0.790 -0.995
C -1.476 -1.381 -0.030
N -1.827 -0.188 -0.781
H 1.741 -0.528 -0.154
H 2.100 1.607 1.840
H 2.112 2.716 0.332
H -0.467 -1.273 -1.976
H -1.231 -1.280 1.025
H -2.032 -2.280 -0.290
H -1.766 0.642 -0.199
```

The structure (SMILES) is C=C=C[C@H]1CN1. Its spin multiplicity is 1. As for the HOMO-LUMO gap: 9.875 eV.

***

No. 18
# C5H7N

A single C5H7N molecule at a distorted geometry (the ωB97M-V functional and the def2-TZVPD basis, OMol25).

Geometry as XYZ:
```
13
Properties=species:S:1:pos:R:3
C -1.637 -0.154 0.153
C 0.072 -1.559 0.080
C -0.990 -1.033 -0.777
C -0.133 -0.122 0.179
C 0.745 1.051 -0.130
N -2.684 0.593 0.460
H -0.213 -2.355 0.681
H 0.968 -1.865 -0.468
H -1.034 -1.102 -1.770
H 1.333 1.258 0.726
H 0.030 1.834 -0.192
H 1.343 1.001 -1.036
H -2.491 1.248 1.153
```

The structure (SMILES) is [H]/N=C1/[C@@H]2C[C@]12C. Its spin multiplicity is 1. As for the HOMO-LUMO gap: 9.974 eV.

***

No. 19
# C5H7N

A single C5H7N molecule at a distorted geometry (the ωB97M-V functional and the def2-TZVPD basis, OMol25).

Geometry as XYZ:
```
13
Properties=species:S:1:pos:R:3
C 1.279 0.658 0.138
C 0.381 -0.500 -0.237
C -0.472 -0.990 0.881
C -1.115 -0.289 -0.306
C -1.438 1.068 -0.660
N -1.489 2.074 -1.235
H 1.448 1.387 -0.660
H 2.233 0.216 0.437
H 0.896 1.209 1.006
H 0.741 -1.135 -1.037
H -0.291 -0.529 1.849
H -0.698 -2.051 0.929
H -1.682 -0.984 -0.919
```

The structure (SMILES) is C[C@H]1C[C@H]1C#N. Its spin multiplicity is 1. As for the HOMO-LUMO gap: 11.190 eV.

***

No. 20
# C5H7N

A molecular structure, C5H7N (the ωB97M-V functional and the def2-TZVPD basis, OMol25).

Geometry as XYZ:
```
13
Properties=species:S:1:pos:R:3
C 1.171 -0.338 0.614
C 0.771 0.784 -0.298
C 0.463 -0.657 -0.655
C -1.047 -0.306 -0.627
N -1.600 0.023 0.675
C -0.734 1.143 -0.442
H 2.235 -0.556 0.590
H 0.745 -0.493 1.606
H 1.520 1.455 -0.708
H 0.901 -1.265 -1.438
H -1.749 -0.743 -1.336
H -1.000 -0.225 1.455
H -1.677 1.178 0.564
```

Its spin multiplicity is 1. As for the HOMO-LUMO gap: 9.422 eV.